C23H25ClN2O4S in the gas phase, computed with ωB97M-V/def2-TZVPD.

Last column: Löwdin charge in e.
Element x y z (Å)
1 C -3.235 -0.325 3.359  -0.11
2 C -4.475 -0.942 2.727  -0.24
3 C -4.249 -1.303 1.256  -0.26
4 N -4.077 -0.119 0.479  0.07
5 C -2.990 0.197 -0.048  -0.55
6 S -1.443 -0.748 -0.020  1.09
7 C -0.637 0.467 -0.976  -0.41
8 C 0.636 0.505 -1.417  -0.03
9 C 1.716 -0.429 -1.245  -0.21
10 C 1.616 -1.638 -0.547  -0.02
11 C 2.707 -2.462 -0.430  0.02
12 C 3.954 -2.154 -0.993  -0.26
13 O 4.883 -3.124 -0.780  -0.06
14 C 6.276 -2.927 -0.933  -0.16
15 C 6.874 -1.996 0.145  -0.37
16 O 8.202 -1.669 -0.176  -0.01
17 C 6.781 -2.636 1.543  -0.22
18 O 5.467 -2.797 1.996  -0.04
19 C 4.051 -0.955 -1.706  -0.53
20 Cl 5.494 -0.405 -2.514  0.76
21 C 2.953 -0.119 -1.815  -0.05
22 C -1.558 1.575 -1.301  -0.45
23 O -1.267 2.546 -1.963  0.11
24 N -2.797 1.355 -0.751  0.03
25 C -3.878 2.271 -0.928  -0.16
26 C -4.984 1.861 -1.655  -0.01
27 C -6.038 2.732 -1.853  -0.08
28 C -5.978 4.010 -1.325  -0.08
29 C -4.874 4.408 -0.595  -0.04
30 C -3.804 3.548 -0.375  -0.19
31 C -2.618 3.986 0.425  -0.02
32 H -3.413 -0.103 4.408  0.07
33 H -2.974 0.603 2.854  0.06
34 H -2.389 -1.006 3.287  0.07
35 H -5.308 -0.239 2.786  0.11
36 H -4.751 -1.851 3.264  0.10
37 H -5.136 -1.813 0.868  0.12
38 H -3.380 -1.975 1.166  0.08
39 H 0.870 1.393 -1.995  0.13
40 H 0.685 -1.931 -0.092  0.05
41 H 2.629 -3.394 0.108  0.13
42 H 6.698 -3.933 -0.825  0.14
43 H 6.534 -2.549 -1.925  0.08
44 H 6.327 -1.048 0.148  0.14
45 H 8.749 -2.460 -0.111  0.10
46 H 7.278 -1.983 2.265  0.13
47 H 7.312 -3.604 1.526  0.13
48 H 4.971 -3.289 1.329  0.07
49 H 3.065 0.800 -2.369  0.11
50 H -5.010 0.861 -2.060  0.12
51 H -6.900 2.415 -2.421  0.10
52 H -6.796 4.698 -1.480  0.10
53 H -4.836 5.405 -0.180  0.11
54 H -1.775 4.176 -0.239  0.08
55 H -2.840 4.898 0.972  0.08
56 H -2.320 3.214 1.134  0.08

---

C4H8N2O in the gas phase, computed with ωB97M-V/def2-TZVPD.

Last column: Löwdin charge in e.
Element x y z (Å)
1 N -1.643 1.324 0.616  0.15
2 C -0.526 1.856 0.053  -0.53
3 O -0.344 3.051 -0.107  0.03
4 C 0.507 0.787 -0.393  -0.08
5 N -0.016 -0.513 -0.007  -0.18
6 C 0.647 -1.673 0.520  -0.13
7 C -0.094 -1.727 -0.777  -0.13
8 H -2.335 1.945 1.002  0.11
9 H -1.655 0.331 0.808  0.09
10 H 0.642 0.882 -1.485  0.13
11 H 1.476 1.026 0.077  0.13
12 H 1.733 -1.684 0.459  0.10
13 H 0.273 -2.066 1.470  0.10
14 H 0.485 -1.897 -1.696  0.11
15 H -1.138 -2.017 -0.823  0.10

---

Record order is preserved below.
Relative energy (zero: lowest compared OMol25 entry of this formula, charge and spin): 11.1; 47.2 kcal per mole
Record order is preserved below.
HOMO-LUMO gap: 7.9; 9.9 eV